Formula: C40H73NO13Si
Source: the Open Molecules 2025 dataset
Level of theory: ωB97M-V with the def2-TZVPD basis set

Each line ends with the Mulliken charge.
Cartesian coordinates (Å):
C1 -6.88454 7.85790 -4.73301  -0.548
O1 -8.07761 7.11493 -4.77105  -0.465
C2 -7.99075 5.86441 -4.09817  0.084
C3 -7.66578 4.70877 -5.05206  -0.884
C4 -6.19373 4.26050 -5.02253  -0.669
C5 -5.97875 2.96299 -4.24300  -0.124
C6 -4.52686 2.48425 -4.26340  -0.932
C7 -4.13485 1.62050 -3.06385  -0.429
C8 -2.62369 1.56881 -2.83323  -0.714
C9 -2.18485 0.42739 -1.90262  -0.781
C10 -1.09567 0.81051 -0.89463  -0.433
C11 -0.96746 -0.17271 0.28781  -0.923
C12 0.43980 -0.78191 0.48487  -0.266
Si1 1.22614 -0.39192 2.14574  0.324
C13 3.02067 -0.93474 2.12682  -0.327
C14 3.82247 -0.80442 3.42943  -0.763
C15 3.84734 0.59657 4.07594  -0.672
C16 3.21045 0.66794 5.46957  -0.581
N1 1.81503 1.11924 5.40360  -0.482
H1 -7.02636 8.74015 -5.35479  0.328
H2 -6.02952 7.29210 -5.12105  0.229
H3 -6.64810 8.17759 -3.70966  0.162
H4 -7.21851 5.91384 -3.32286  -0.155
H5 -8.94558 5.70734 -3.59590  0.328
H6 -7.95145 5.02901 -6.05633  0.405
H7 -8.30255 3.85587 -4.80289  0.439
H8 -5.79113 4.14981 -6.03432  0.356
H9 -5.58873 5.04098 -4.54554  0.329
H10 -6.64534 2.19905 -4.65797  0.388
H11 -6.30341 3.11556 -3.20965  -0.066
H12 -3.86288 3.35748 -4.30455  0.336
H13 -4.33434 1.92410 -5.18496  0.344
H14 -4.50801 0.59891 -3.19351  0.381
H15 -4.62762 2.00718 -2.16461  0.228
H16 -2.12231 1.48546 -3.80351  0.349
H17 -2.29333 2.52581 -2.41319  0.392
H18 -3.05533 0.04634 -1.35863  0.448
H19 -1.82269 -0.40897 -2.51035  0.147
H20 -1.29895 1.82293 -0.53313  0.318
H21 -0.13215 0.86877 -1.41093  0.299
H22 -1.68731 -0.98397 0.14989  0.370
H23 -1.28768 0.34326 1.19904  0.362
H24 1.12568 -0.42453 -0.29098  0.347
H25 0.41499 -1.86867 0.36583  0.001
H26 0.47456 -1.09086 3.21985  -0.161
H27 1.09232 1.07153 2.36104  -0.158
H28 3.00522 -1.99308 1.84205  0.019
H29 3.52567 -0.40478 1.30956  0.358
H30 4.85109 -1.12581 3.23586  0.384
H31 3.42183 -1.52071 4.15370  0.299
H32 3.31833 1.30421 3.43070  0.415
H33 4.87988 0.94875 4.14009  0.447
H34 3.82614 1.28621 6.13155  0.324
H35 3.20949 -0.32707 5.91281  0.246
H36 1.75995 2.12973 5.39004  0.208
H37 1.30711 0.82239 6.22670  0.213
O2 -7.16070 3.95530 -1.09900  -0.667
C17 -6.44411 4.83953 -0.72380  0.747
C18 -5.04786 4.74241 -0.14788  -0.407
C19 -4.84195 6.10958 0.49118  -0.513
C20 -5.73979 6.99380 -0.36853  -0.514
O3 -6.82217 6.13841 -0.78703  -0.385
H38 -4.36225 4.55898 -0.98042  0.199
H39 -4.99338 3.90574 0.54283  0.340
H40 -3.80862 6.44871 0.49982  0.382
H41 -5.20658 6.09071 1.51909  0.164
H42 -5.22886 7.35453 -1.26456  0.261
H43 -6.17616 7.83941 0.15716  0.351
O4 2.83471 -4.32408 1.14365  -0.636
C21 2.40335 -4.60805 0.06589  0.613
C22 2.09460 -5.97115 -0.51723  -0.695
C23 1.96948 -5.68749 -2.00939  -0.016
C24 1.50148 -4.23739 -2.01541  -0.568
O5 2.10263 -3.64849 -0.85021  -0.263
H44 1.15599 -6.32677 -0.08572  0.350
H45 2.88835 -6.66671 -0.25870  0.330
H46 1.29279 -6.35427 -2.53996  0.443
H47 2.95125 -5.75447 -2.47519  -0.242
H48 0.41597 -4.14467 -1.92827  0.278
H49 1.83554 -3.66646 -2.87940  0.353
O6 -5.83988 3.71178 4.24482  -0.593
C25 -6.87817 3.81434 3.66313  0.414
C26 -8.27124 4.01585 4.23017  -0.410
C27 -9.18288 3.67921 3.05678  -0.560
C28 -8.29709 4.03008 1.86638  -0.343
O7 -6.95037 3.77254 2.30820  -0.199
H50 -8.35173 5.06380 4.52954  0.237
H51 -8.40225 3.40250 5.11770  0.303
H52 -10.12327 4.22561 3.04949  0.352
H53 -9.40555 2.61145 3.04916  0.278
H54 -8.36288 5.09049 1.60733  0.172
H55 -8.47600 3.44354 0.97119  0.346
O8 5.35682 -0.16885 8.37086  -0.570
C29 5.68354 -1.21791 7.90200  0.471
C30 6.43332 -2.35960 8.56440  -0.478
C31 6.90281 -3.20142 7.38478  -0.516
C32 5.82651 -2.90248 6.34506  -0.420
O9 5.40232 -1.55696 6.61950  -0.213
H56 5.72286 -2.89378 9.19977  0.255
H57 7.22225 -1.96508 9.19920  0.312
H58 6.98906 -4.26427 7.59964  0.325
H59 7.86995 -2.84270 7.03023  0.270
H60 4.96126 -3.56141 6.44736  0.263
H61 6.17317 -2.93351 5.31532  0.299
O10 5.30502 -5.77175 -1.41037  -0.632
C33 5.54107 -4.92932 -2.23177  0.745
C34 6.30989 -3.63905 -2.05815  -0.425
C35 5.94137 -2.84498 -3.30530  -0.590
C36 5.66294 -3.95970 -4.30697  -0.401
O11 5.14044 -5.05340 -3.51742  -0.405
H62 7.37296 -3.89261 -2.03664  0.170
H63 6.03856 -3.17332 -1.11393  0.365
H64 6.72323 -2.17156 -3.64802  0.357
H65 5.03483 -2.26445 -3.12696  0.247
H66 6.57559 -4.30555 -4.79496  0.274
H67 4.91562 -3.71648 -5.05787  0.334
O12 9.12439 -5.05992 -3.39777  -0.586
C37 9.18293 -6.16764 -2.94277  0.521
C38 8.10060 -7.21955 -2.90588  0.328
C39 8.58542 -8.18937 -1.83859  -0.586
C40 10.09875 -8.02244 -1.95105  -0.455
O13 10.29822 -6.65018 -2.34972  -0.377
H68 8.04064 -7.68612 -3.89237  0.285
H69 7.13705 -6.76925 -2.69104  -0.376
H70 8.25958 -9.21641 -1.98477  0.358
H71 8.24766 -7.85807 -0.85591  0.270
H72 10.52859 -8.66618 -2.72152  0.241
H73 10.63854 -8.17174 -1.01966  0.354

The highest occupied orbital energy is -8.51 eV. The calculation puts the HOMO-LUMO gap at 0.338 Ha.